(1)
Below is a 2-piece molecular cluster, C5H14 overall in a non-equilibrium geometry, with properties calculated with ωB97M-V/def2-TZVPD.

XYZ file:
```
19
C5H14, DFT ωB97M-V/def2-TZVPD
C -0.57650 2.80812 -1.10963
C -0.71466 3.25811 0.31324
H -0.55276 3.75340 -1.74970
H 0.34992 2.29365 -1.26213
H -1.33123 2.15133 -1.47917
H 0.26335 3.11544 0.90246
H -1.29503 2.64731 0.94074
H -1.02169 4.30718 0.42887
C 0.84651 -2.13984 0.48741
C 1.04953 -3.12310 -0.57029
C -0.44617 -1.37212 0.82752
H 1.25218 -2.49689 1.56084
H 1.63892 -1.27873 0.17886
H 0.67765 -2.75962 -1.49806
H 0.42777 -4.18696 -0.33870
H -1.42282 -2.06351 0.91711
H -0.47857 -0.98849 1.87417
H 2.07394 -3.34383 -0.55456
H -0.74036 -0.58145 0.13104
```

Charge ... 0
Orbital gap ... 0.4270 hartree
Multiplicity ... 1
SMILES ... CCC.CC
Energy relative to the best compared isomer or geometry (same formula, charge and spin) ... 38.3 kcal/mol
Total energy ... -198.828049 Ha
HOMO level ... -10.585 eV


(2)
Below is C5H4 as an isolated structure, with properties calculated with ωB97M-V/def2-TZVPD.

XYZ file:
```
9
C5H4, DFT ωB97M-V/def2-TZVPD
C -1.87412 -0.30067 0.08911
C -0.42647 -0.19066 0.09379
C 0.72795 0.15270 0.06829
C 2.09392 0.41042 0.02148
C 3.26407 0.90622 -0.03570
H -2.26406 -0.94384 0.88365
H -2.24636 -0.64174 -0.88167
H -2.21263 0.72383 0.25964
H 2.90449 -0.46224 0.00154
```

Charge ... 0
Orbital gap ... 0.3800 hartree
Multiplicity ... 1
Energy relative to the best compared isomer or geometry (same formula, charge and spin) ... 47.0 kcal/mol
Total energy ... -192.719307 Ha
HOMO level ... -9.659 eV


(3)
Below is C15H22BIrN6OTe as an isolated structure in a non-equilibrium geometry, with properties calculated with ωB97M-V/def2-TZVPD.

XYZ file:
```
47
C15H22BIrN6OTe, DFT ωB97M-V/def2-TZVPD
Ir -0.39529 -1.34898 1.29488
C 0.29670 0.91682 4.22700
C 0.44454 1.36489 2.81226
C 0.84368 2.62245 2.32946
C 0.81368 2.51146 0.94674
C 1.14502 3.55089 -0.07309
N 0.42216 1.26521 0.65134
N 0.19676 0.56283 1.79236
B 0.19955 0.54656 -0.70424
N -1.30949 0.15908 -0.76165
N -1.99450 -0.34132 0.31455
C -3.26563 -0.44068 -0.05250
C -4.35943 -0.91525 0.85865
C -3.41692 -0.00838 -1.37727
C -2.16059 0.38348 -1.77925
C -1.78160 0.97106 -3.10130
N 1.20721 -0.64594 -0.76900
N 1.47408 -1.45276 0.29691
C 2.41692 -2.29543 -0.07139
C 2.96324 -3.34666 0.83451
C 2.80791 -2.02315 -1.39536
C 2.02684 -0.96067 -1.79271
C 2.06115 -0.25817 -3.11274
H 0.54926 1.72895 4.90799
H 0.95632 0.07132 4.42419
H -0.73081 0.60220 4.41481
H 1.11492 3.48872 2.90963
H 1.43464 4.47590 0.42235
H 0.28164 3.74944 -0.71011
H 1.97047 3.21754 -0.70403
H 0.43032 1.27708 -1.62834
H -3.98084 -1.15417 1.84519
H -4.84279 -1.79200 0.43716
H -5.10842 -0.11622 0.96488
H -4.33026 0.03970 -1.94617
H -2.66378 1.04757 -3.73511
H -1.04760 0.34318 -3.60728
H -1.35882 1.96853 -2.97360
H 2.46157 -3.30640 1.79702
H 4.03697 -3.19325 0.97826
H 2.80104 -4.33247 0.39869
H 3.56676 -2.52912 -1.96937
H 2.81602 -0.71433 -3.75143
H 2.30848 0.79663 -2.98281
H 1.09616 -0.33042 -3.61577
O 0.14292 -3.09828 1.36544
Te -2.54013 -3.05748 1.39030
```

Charge ... -1
Orbital gap (spin up / spin down) ... 0.1868 / 0.1897 hartree
Multiplicity ... 2
Energy relative to the best compared isomer or geometry (same formula, charge and spin) ... 67.0 kcal/mol
Total energy ... -1385.782172 Ha
HOMO level (spin up / spin down) ... -2.488 / -2.569 eV


(4)
Below is one molecule with the formula Cl2H3N2P in a non-equilibrium geometry, with properties calculated with ωB97M-V/def2-TZVPD.

XYZ file:
```
8
Cl2H3N2P, DFT ωB97M-V/def2-TZVPD
N 1.16240 -1.00161 -0.68412
N -0.63341 0.36470 0.64149
P 0.94198 0.30184 0.17692
Cl 2.08464 0.27013 1.83394
Cl 1.19856 2.14349 -0.45047
H 2.14496 -0.76611 -1.04018
H -0.88196 -0.48945 1.18054
H -1.17323 0.33995 -0.18019
```

Charge ... 0
Orbital gap ... 0.3763 hartree
Multiplicity ... 1
SMILES ... N=P(N)(Cl)Cl
Energy relative to the best compared isomer or geometry (same formula, charge and spin) ... 7.6 kcal/mol
Total energy ... -1373.099641 Ha
HOMO level ... -9.640 eV


(5)
Below is one molecule with the formula C4H8O3S in a non-equilibrium geometry, with properties calculated with ωB97M-V/def2-TZVPD.

XYZ file:
```
16
C4H8O3S, DFT ωB97M-V/def2-TZVPD
C 1.23490 0.12819 -0.40647
C 0.54393 1.26533 -0.08420
C -1.64385 1.52966 1.10835
C -0.96464 1.38480 -0.25340
O 1.36416 -3.48476 0.08977
O 0.63993 -3.49154 -2.31847
O 0.87252 -1.16236 -0.81994
S 1.61256 -2.94224 -1.40166
H 0.83699 -2.97659 0.74887
H 2.26619 0.27455 -0.15266
H 1.12764 1.94497 0.46021
H -1.80207 2.59100 1.32130
H -0.96515 1.25369 1.79884
H -2.52057 0.99449 1.25151
H -1.26909 2.21963 -0.77603
H -1.33342 0.47117 -0.56602
```

Charge ... 0
Orbital gap ... 0.2810 hartree
Multiplicity ... 1
Energy relative to the best compared isomer or geometry (same formula, charge and spin) ... 90.7 kcal/mol
Total energy ... -780.988656 Ha
HOMO level ... -8.466 eV


(6)
Below is a 2-piece molecular cluster, C9H14 overall in a non-equilibrium geometry, with properties calculated with ωB97M-V/def2-TZVPD.

XYZ file:
```
23
C9H14, DFT ωB97M-V/def2-TZVPD
C -2.54518 -2.91219 0.03385
C -3.93452 -2.26830 -0.21650
H -2.44342 -3.11107 1.10520
H -2.44979 -3.83746 -0.54486
H -1.69574 -2.33670 -0.33391
H -4.35544 -2.95410 -0.94738
H -3.93258 -1.23532 -0.55217
H -4.53125 -2.32399 0.69390
C -0.29054 2.52952 1.00707
C 0.16360 0.30307 0.10792
C 0.67901 1.56782 0.41166
C 0.92384 -0.63075 -0.58616
C 2.02424 1.85459 0.18394
C 2.28237 -0.38603 -0.75282
C 2.78587 0.84544 -0.37231
H -0.81248 0.06437 0.50343
H 0.48626 -1.45400 -1.14881
H -0.81357 2.03494 1.82509
H -1.00745 3.04166 0.37041
H 2.44017 2.83612 0.34397
H 2.79057 -1.10508 -1.38662
H 3.78660 1.10186 -0.72319
H 0.07951 3.39292 1.58608
```

Charge ... 0
Orbital gap ... 0.3680 hartree
Multiplicity ... 1
SMILES ... Cc1ccccc1.CC
Energy relative to the best compared isomer or geometry (same formula, charge and spin) ... 21.4 kcal/mol
Total energy ... -351.296148 Ha
HOMO level ... -9.032 eV


(7)
Below is a 2-piece molecular cluster, C9H15NPS overall in a non-equilibrium geometry, with properties calculated with ωB97M-V/def2-TZVPD.

XYZ file:
```
27
C9H15NPS, DFT ωB97M-V/def2-TZVPD
C 2.81440 -0.44978 2.27324
C 2.75214 0.46231 1.27887
C 1.68892 -1.31907 2.53209
C 1.65369 0.54946 0.45978
C 0.59377 -1.19363 1.70379
C 0.53249 -0.21471 0.78373
C -1.52500 2.43726 0.06815
C -1.11544 1.43876 -1.03470
C -0.14419 -2.05086 -2.23372
N 1.14475 -2.32165 -2.03462
P -0.85414 -0.27057 -0.41201
S -2.65066 -0.61359 0.58924
H 3.81919 -0.49174 2.80380
H 3.72382 0.99936 0.98481
H 1.71486 -1.82438 3.54201
H 1.69028 1.21937 -0.33876
H -0.21518 -1.89930 1.90132
H -0.80911 2.38110 0.89818
H -1.47906 3.35442 -0.43377
H -2.53424 2.08110 0.31541
H -0.16195 1.78608 -1.43972
H -1.68992 1.65261 -1.89478
H -0.34690 -1.46279 -3.00876
H -0.92506 -2.60378 -1.80598
H 1.57591 -3.00798 -1.59393
H -2.73011 0.45048 1.46820
H 1.86978 -1.57824 -2.35292
```

Charge ... +1
Orbital gap ... 0.3021 hartree
Multiplicity ... 1
Energy relative to the best compared isomer or geometry (same formula, charge and spin) ... 17.0 kcal/mol
Total energy ... -1145.918668 Ha
HOMO level ... -12.334 eV


(8)
Below is a 2-piece molecular cluster, CH3F2OP overall in a non-equilibrium geometry, with properties calculated with ωB97M-V/def2-TZVPD.

XYZ file:
```
8
CH3F2OP, DFT ωB97M-V/def2-TZVPD
C -1.61292 -1.62752 0.21162
O 1.14867 0.78255 -1.06873
F -2.74271 -0.91487 0.17022
F -1.25360 -1.67935 -1.07600
P 0.60437 1.23733 0.40918
H -1.73407 -2.63424 0.67520
H 0.88831 1.27709 -1.78350
H 1.88032 0.99928 1.04726
```

Charge ... 0
Orbital gap (spin up / spin down) ... 0.3254 / 0.2912 hartree
Multiplicity ... 1
Energy relative to the best compared isomer or geometry (same formula, charge and spin) ... 127.5 kcal/mol
Total energy ... -656.099439 Ha
HOMO level (spin up / spin down) ... -9.394 / -8.046 eV